12
Properties=species:S:1:pos:R:3:forces:R:3:mulliken_charge:R:1 method="wB97M-V/def2-TZVPD" smiles="O=Cc1cccnn1" relative_energy_kj_mol=185.6 homo_energy_ev=-9.6 max_force_ev_per_a=3.58
O 2.720 -0.392 0.050 1.9 -1.1 0.0 -0.40
C 1.912 0.459 0.101 -1.0 0.8 -0.5 -0.10
C 0.479 0.205 -0.242 0.8 -2.0 1.9 0.79
C -0.377 1.240 -0.050 -2.4 -1.5 -1.1 -0.50
C -1.737 0.989 -0.017 1.1 -1.8 0.4 -0.46
C -2.120 -0.375 0.110 2.3 2.7 -0.6 -0.22
N -1.196 -1.281 0.061 1.8 -2.9 -0.3 -0.44
N 0.141 -1.085 -0.137 -2.6 1.0 -0.2 -0.28
H 2.115 1.471 0.507 0.1 0.1 -0.1 0.28
H 0.143 2.112 -0.066 0.4 3.2 0.2 0.40
H -2.466 1.716 -0.002 -1.3 1.7 0.1 0.46
H -3.108 -0.700 0.282 -1.0 -0.3 0.1 0.46